Entry from the OMol25 dataset: C4H7NO2 as an isolated structure (ωB97M-V with the def2-TZVPD basis set).

Geometry as ORCA input:
```
! RIJCOSX wB97M-V def2-TZVPD def2/J DEFGRID3
* xyz 0 1
C 1.72534 0.01541 -0.30524
H 1.42572 -1.92788 0.53857
C -0.63681 -0.06530 0.59006
H -2.06504 1.53447 0.65583
H 1.21736 1.39897 0.11825
C 1.11092 -1.34224 -0.33538
H -1.01668 -0.59122 1.47875
O 0.50444 0.63071 0.94146
H -2.55138 0.16187 -0.37128
C -1.70914 0.78364 -0.05492
H -1.29341 1.28787 -0.93308
H 1.39389 -1.85926 -1.25499
O -0.26473 -1.09095 -0.38135
N 2.15953 1.06393 -0.68668
*
```

Output
ΔE to the lowest compared entry with this formula, charge and spin (kJ/mol): 400.2
Maximum force (eV/Å): 0.79
DFT total energy (Ha): -361.7284
HOMO energy (Eh): -0.357
LUMO (hartree): 0.0321
Frontier orbital gap (eV): 10.591